This record from OMol25 describes a molecular structure, C41H46NO4PRuS2Si at a distorted geometry. The level of theory is the ωB97M-V functional and the def2-TZVPD basis.

Geometry as XYZ:
```
97
Properties=species:S:1:pos:R:3:lowdin_charge:R:1
Ru -0.87834 -0.51207 -0.60139 1.204
O -2.86298 -0.80246 -1.46016 -0.439
S -3.57779 0.23808 -0.64213 0.505
O -4.88763 -0.11113 -0.21733 -0.235
O -2.60542 0.57909 0.44740 -0.426
C -3.60823 1.66554 -1.65219 -0.275
C -4.80842 2.33784 -1.79422 -0.022
C -4.83755 3.51605 -2.52893 -0.026
C -3.67390 4.00753 -3.09380 -0.029
C -2.47069 3.32493 -2.94220 -0.070
C -2.41811 2.13234 -2.23360 -0.295
P -0.83237 1.22145 -2.17792 1.031
C 0.41651 2.50641 -1.97697 -0.374
C 0.21223 3.51243 -1.02911 -0.103
C 1.19443 4.46795 -0.81219 -0.062
C 2.37950 4.42492 -1.54076 -0.055
C 2.58383 3.42657 -2.48179 -0.058
C 1.60796 2.46123 -2.69750 -0.087
C -0.58746 0.49169 -3.81219 -0.345
C -0.49854 1.31542 -4.93592 -0.081
C -0.32800 0.76133 -6.19300 -0.045
C -0.24376 -0.61862 -6.33972 -0.044
C -0.33062 -1.44420 -5.22917 -0.053
C -0.50089 -0.88903 -3.97004 -0.097
H -5.70153 1.93886 -1.33045 0.125
H -5.77084 4.05083 -2.65176 0.125
H -3.69411 4.93121 -3.65809 0.123
H -1.57038 3.74069 -3.37660 0.109
H -0.72627 3.56786 -0.48655 0.109
H 1.02702 5.26276 -0.09594 0.116
H 3.13670 5.18393 -1.38497 0.118
H 3.50183 3.39836 -3.05580 0.120
H 1.76928 1.68887 -3.44041 0.116
H -0.55777 2.39269 -4.83664 0.106
H -0.26044 1.40605 -7.06043 0.119
H -0.11312 -1.05040 -7.32440 0.120
H -0.27059 -2.51857 -5.34475 0.116
H -0.58234 -1.54937 -3.11993 0.075
C 1.17994 -0.45457 -0.61414 -0.342
Si 2.09445 -0.62841 1.00228 0.650
C 1.57859 0.74800 2.30946 -0.127
N 0.21602 1.05557 2.51091 -0.077
C -0.67903 0.14855 3.22148 -0.117
C -1.43516 0.92167 4.32468 -0.134
C -0.57685 2.08431 4.82368 -0.169
C -0.35472 3.10527 3.69857 -0.121
C -0.28426 2.40608 2.30997 -0.115
C 1.95655 -2.31013 1.74086 -0.287
C 2.02547 -2.56255 3.11443 -0.095
C 2.07163 -3.86491 3.59939 -0.060
C 2.06668 -4.93555 2.71386 -0.061
C 2.01564 -4.70500 1.34519 -0.077
C 1.95491 -3.40371 0.86609 -0.122
C 3.84843 -0.14594 0.73690 -0.258
C 4.89649 -0.99412 1.10704 -0.068
C 6.21760 -0.61743 0.88760 -0.058
C 6.50182 0.60696 0.30278 -0.059
C 5.47023 1.46320 -0.06591 -0.066
C 4.15415 1.08696 0.14796 -0.101
H 1.48436 -1.31894 -1.22141 0.028
H 1.59693 0.43116 -1.09258 -0.022
H 2.11887 1.63967 1.98847 0.103
H 2.02570 0.34873 3.23128 0.117
H -0.08697 -0.67749 3.61070 0.121
H -1.38551 -0.25299 2.48925 0.104
H -1.66886 0.22277 5.12725 0.125
H -2.38401 1.29544 3.93312 0.125
H 0.38259 1.69692 5.17883 0.119
H -1.04866 2.57094 5.67505 0.124
H 0.55432 3.68111 3.86983 0.119
H -1.18740 3.80687 3.64968 0.124
H 0.37732 2.92682 1.62425 0.106
H -1.27748 2.33476 1.87154 0.121
H 2.06770 -1.74709 3.83284 0.095
H 2.12629 -4.04288 4.66645 0.114
H 2.11904 -5.94965 3.09125 0.116
H 2.02946 -5.53768 0.65223 0.114
H 1.92138 -3.24439 -0.20911 0.101
H 4.68743 -1.95491 1.56660 0.104
H 7.02362 -1.28127 1.17461 0.114
H 7.53090 0.89929 0.13527 0.115
H 5.69650 2.42098 -0.51979 0.109
H 3.35861 1.76737 -0.15430 0.085
O -1.14037 -2.22128 0.55925 -0.681
S -1.46746 -3.62532 1.07000 1.042
C -2.31340 -4.48858 -0.25452 -0.301
C -3.28267 -5.39127 0.49921 -0.216
C -4.00885 -4.48910 1.51228 -0.191
C -2.99815 -3.44667 2.03205 -0.272
H -1.57554 -5.02033 -0.85370 0.102
H -2.81407 -3.72450 -0.85514 0.107
H -2.73087 -6.18192 1.01356 0.121
H -3.97106 -5.87872 -0.18667 0.127
H -4.42271 -5.07404 2.32831 0.119
H -4.83513 -3.97183 1.02809 0.122
H -2.74007 -3.56676 3.08265 0.095
H -3.31159 -2.41655 1.85181 0.093
```

<S²>: 6.0220
LUMO (spin up / spin down), eV: -5.24 / -7.22
Multiplicity: 5
Total charge: +2